Here is a structure of composition C35H49N2OPPtSi3 from OMol25. Energies are from ωB97M-V/def2-TZVPD.

For the relative energy (zero: lowest compared OMol25 entry of this formula, charge and spin), the calculation gives 0.00 kcal/mol. As for the total charge: +2. Its frontier orbital gap (alpha / beta) is 8.951 / 6.476 eV. For the lowest unoccupied orbital energy (alpha / beta), the calculation gives -4.79 / -7.83 eV. Its expectation value of S² is 6.02. As for the spin multiplicity: 5.

Last column: Mulliken spin population.
Atoms and positions in Å:
Pt  0.036  0.181  -0.783  1.968
C  0.343  0.318  -4.554  0.005
Si  0.406  -1.316  -3.660  -0.013
C  -0.221  -2.669  -4.771  0.029
C  2.186  -1.698  -3.204  0.026
C  -0.696  -1.238  -2.085  0.180
Si  -0.862  -2.889  -1.111  -0.089
C  -1.527  -2.605  0.623  0.062
C  0.795  -3.717  -0.944  0.031
C  -2.087  -3.974  -2.002  0.022
Si  -2.366  -0.343  -2.327  0.083
C  -3.493  -0.397  -0.845  0.003
C  -3.276  -0.925  -3.836  0.044
C  -1.949  1.506  -2.497  -0.013
C  -2.613  2.450  -3.269  0.013
C  -2.187  3.770  -3.260  -0.009
C  -1.101  4.134  -2.477  0.015
C  -0.472  3.165  -1.722  -0.025
N  -0.901  1.902  -1.742  0.172
H  0.933  0.235  -5.471  0.000
H  0.769  1.128  -3.959  -0.001
H  -0.669  0.602  -4.851  0.000
H  0.336  -2.625  -5.712  0.003
H  -1.281  -2.579  -5.008  -0.002
H  -0.048  -3.655  -4.336  0.000
H  2.854  -1.072  -3.801  0.002
H  2.429  -2.739  -3.422  0.000
H  2.402  -1.525  -2.150  -0.010
H  -1.229  -1.656  1.072  -0.011
H  -1.142  -3.396  1.271  0.007
H  -2.616  -2.655  0.650  0.005
H  1.533  -3.062  -0.470  -0.004
H  1.205  -4.052  -1.897  0.002
H  0.679  -4.596  -0.305  0.002
H  -3.081  -3.519  -2.003  -0.001
H  -2.170  -4.934  -1.487  0.002
H  -1.802  -4.175  -3.035  -0.001
H  -3.913  -1.391  -0.684  -0.001
H  -4.327  0.285  -1.029  -0.001
H  -3.003  -0.087  0.081  -0.015
H  -3.382  -2.010  -3.831  -0.002
H  -2.782  -0.635  -4.764  -0.001
H  -4.281  -0.494  -3.830  0.004
H  -3.454  2.147  -3.880  0.002
H  -2.695  4.512  -3.862  0.000
H  -0.741  5.153  -2.453  0.002
H  0.381  3.382  -1.093  0.013
C  3.471  -0.115  -0.216  -0.002
C  3.090  0.890  -1.251  -0.028
C  4.182  1.661  -1.914  0.025
O  1.928  1.085  -1.608  0.188
H  4.274  -0.745  -0.603  0.004
H  2.623  -0.730  0.079  0.030
H  3.866  0.414  0.656  0.004
H  4.996  1.869  -1.222  0.001
H  3.801  2.575  -2.362  0.000
H  4.585  1.028  -2.712  -0.001
N  0.447  0.962  0.942  1.236
P  0.371  0.829  2.590  -0.114
C  1.854  1.610  3.213  0.040
C  2.399  2.684  2.503  0.020
C  3.506  3.346  3.005  0.002
C  4.066  2.944  4.212  0.003
C  3.522  1.882  4.921  0.003
C  2.416  1.208  4.425  -0.003
C  -1.078  1.727  3.115  0.021
C  -1.291  1.904  4.483  -0.002
C  -2.410  2.599  4.910  0.004
C  -3.306  3.115  3.980  0.000
C  -3.087  2.946  2.621  0.002
C  -1.969  2.252  2.181  0.051
C  0.310  -0.844  3.209  0.048
C  1.432  -1.663  3.044  0.000
C  1.392  -2.981  3.464  0.003
C  0.239  -3.482  4.061  0.001
C  -0.874  -2.671  4.229  0.001
C  -0.848  -1.354  3.795  -0.004
H  1.948  2.999  1.571  -0.004
H  3.929  4.182  2.464  0.000
H  4.929  3.466  4.606  0.000
H  3.960  1.575  5.861  0.000
H  1.997  0.379  4.980  0.000
H  -0.589  1.511  5.209  0.001
H  -2.583  2.741  5.968  0.000
H  -4.178  3.657  4.321  0.000
H  -3.784  3.360  1.904  0.000
H  -1.786  2.127  1.121  -0.021
H  2.343  -1.264  2.612  -0.005
H  2.260  -3.615  3.342  0.000
H  0.215  -4.507  4.404  0.000
H  -1.766  -3.065  4.697  0.000
H  -1.723  -0.730  3.919  0.001

***

Here is a structure of composition C35H50AlN3O6PSSi from OMol25. Energies are from ωB97M-V/def2-TZVPD.

For the relative energy (zero: lowest compared OMol25 entry of this formula, charge and spin), the calculation gives 0.00 kcal/mol. As for the total charge: +1. Its frontier orbital gap is 7.923 eV. For the lowest unoccupied orbital energy, the calculation gives -2.04 eV.

Last column: Mulliken charge in e.
Atoms and positions in Å:
Al  0.623  0.246  0.745  -0.326
C  2.892  -2.739  2.493  -1.756
C  2.117  -1.912  1.519  0.392
N  1.626  -0.708  1.940  1.750
O  1.847  -0.435  3.307  -0.651
C  1.886  -2.257  0.227  -0.112
C  2.355  -3.462  -0.527  -1.736
N  1.091  -1.265  -0.539  1.110
O  0.665  -0.339  -2.622  -0.711
H  2.341  -2.836  3.427  0.335
H  3.830  -2.236  2.731  0.284
H  3.114  -3.726  2.099  0.451
H  1.917  0.528  3.340  0.373
H  2.724  -4.229  0.150  0.519
H  3.175  -3.239  -1.219  0.248
H  1.544  -3.904  -1.112  0.257
C  1.719  -0.720  -1.779  -1.304
C  2.637  0.449  -1.413  1.369
C  3.885  0.022  -0.654  -1.474
C  3.027  1.281  -2.622  -1.403
O  1.753  1.214  -0.531  2.602
Si  1.865  2.777  0.164  -1.985
S  0.379  2.373  1.579  -0.595
O  1.602  3.951  -0.910  0.400
C  0.444  4.495  -1.585  1.725
C  1.001  5.467  -2.614  -1.843
C  -0.436  5.216  -0.574  -1.416
C  -0.319  3.368  -2.266  -0.648
O  3.400  2.857  0.644  -0.462
C  4.156  3.992  1.153  1.522
C  4.749  4.728  -0.038  -1.451
C  5.242  3.394  2.030  -1.744
C  3.237  4.895  1.964  -1.409
H  2.275  -1.503  -2.296  0.939
H  0.417  0.577  -2.435  0.242
H  0.268  -1.767  -0.889  0.363
H  4.425  -0.732  -1.229  0.391
H  3.643  -0.384  0.324  0.150
H  4.533  0.885  -0.515  0.377
H  3.669  0.686  -3.272  0.485
H  3.589  2.155  -2.292  0.280
H  2.172  1.613  -3.205  0.147
H  1.565  6.257  -2.118  0.369
H  0.190  5.923  -3.182  0.416
H  1.665  4.949  -3.306  0.390
H  0.143  5.975  -0.047  0.293
H  -0.854  4.518  0.152  0.136
H  -1.260  5.712  -1.088  0.482
H  0.306  2.888  -3.020  0.110
H  -1.203  3.761  -2.768  0.722
H  -0.651  2.639  -1.524  -0.509
H  5.388  4.057  -0.615  0.288
H  5.355  5.568  0.302  0.509
H  3.959  5.106  -0.686  0.103
H  5.862  2.710  1.451  0.319
H  4.800  2.845  2.862  0.356
H  5.880  4.182  2.432  0.452
H  2.448  5.315  1.335  0.157
H  3.806  5.727  2.381  0.562
H  2.781  4.343  2.787  0.295
O  -0.916  -2.986  0.938  -0.240
N  -1.139  -2.946  -0.432  -0.494
C  -2.331  -2.622  -0.725  -1.187
C  -3.409  -2.338  0.239  0.737
C  -4.595  -3.058  0.107  -0.755
C  -5.624  -2.898  1.016  -0.761
C  -5.477  -2.002  2.065  -0.888
C  -4.315  -1.260  2.183  -0.862
C  -3.268  -1.412  1.274  1.256
P  -1.876  -0.215  1.458  0.898
C  -2.806  1.323  1.157  1.527
C  -2.913  1.703  -0.178  -0.653
C  -3.670  2.806  -0.542  -0.615
C  -4.316  3.549  0.435  -0.728
C  -4.221  3.172  1.767  -0.914
C  -3.479  2.057  2.128  -0.674
C  -1.494  -0.355  3.234  0.728
C  -1.396  -1.646  3.761  -0.743
C  -1.007  -1.835  5.076  -0.822
C  -0.713  -0.743  5.881  -0.688
C  -0.811  0.539  5.366  -1.172
C  -1.194  0.736  4.046  -0.152
H  0.046  -3.139  1.002  0.428
H  -2.545  -2.616  -1.789  0.488
H  -4.695  -3.762  -0.709  0.523
H  -6.535  -3.471  0.910  0.425
H  -6.271  -1.871  2.787  0.473
H  -4.222  -0.552  2.996  0.337
H  -2.417  1.116  -0.947  0.372
H  -3.754  3.084  -1.584  0.475
H  -4.902  4.416  0.158  0.434
H  -4.735  3.742  2.529  0.479
H  -3.435  1.765  3.168  0.434
H  -1.634  -2.501  3.143  0.395
H  -0.938  -2.839  5.475  0.482
H  -0.412  -0.893  6.910  0.419
H  -0.590  1.395  5.990  0.490
H  -1.253  1.743  3.661  0.415

***

Here is a cluster of 10 separate species, C35H50BBr2NO39S9 in total from OMol25. Energies are from ωB97M-V/def2-TZVPD.

As for the SMILES: C[C@H](Br)[C@H](Br)c1ccc(B(N)O)c2c1C(=O)c1ccccc1C2=O.O=S1(=O)OCCO1.O=S1(=O)OCCO1.O=S1(=O)OCCO1.O=S1(=O)OCCO1.O=S1(=O)OCCO1.O=S1(=O)OCCO1.O=S1(=O)OCCO1.O=S1(=O)OCCO1.O=S1(=O)OCCO1. As for the total charge: 0. Its frontier orbital gap is 7.099 eV. For the lowest unoccupied orbital energy, the calculation gives -1.64 eV.

Last column: Mulliken charge in e.
Atoms and positions in Å:
C  -2.210  -4.463  -1.776  -0.980
C  -1.152  -3.887  -0.661  0.070
Br  -0.929  -1.906  -1.092  -0.130
C  0.339  -4.567  -0.703  -0.282
Br  0.468  -6.169  -1.941  -0.098
C  0.914  -5.070  0.749  0.139
C  -0.178  -5.819  1.753  -0.560
C  0.327  -6.298  3.237  -0.358
C  1.856  -6.093  3.796  -0.229
B  2.187  -6.594  5.327  0.397
N  3.307  -7.524  5.756  -0.523
O  1.265  -6.125  6.421  -0.576
C  2.966  -5.404  2.807  0.299
C  2.455  -4.903  1.296  0.237
C  3.582  -4.173  0.329  0.222
O  3.618  -4.257  -1.010  -0.549
C  4.817  -3.298  1.036  0.313
C  5.545  -1.998  0.344  -0.451
C  6.807  -1.188  1.081  -0.237
C  7.301  -1.758  2.567  -0.207
C  6.540  -3.053  3.286  -0.689
C  5.291  -3.852  2.540  0.272
C  4.540  -5.179  3.208  0.382
O  5.290  -5.969  3.980  -0.526
H  -1.928  -4.110  -2.880  0.282
H  -2.412  -5.621  -1.710  0.363
H  -3.260  -3.941  -1.552  0.187
H  -1.684  -3.912  0.381  0.385
H  1.064  -3.746  -1.176  0.371
H  -1.284  -5.998  1.413  0.319
H  -0.444  -6.823  3.943  0.350
H  3.969  -7.057  6.415  0.247
H  3.788  -7.976  4.948  0.263
H  0.643  -5.440  6.012  0.313
H  5.141  -1.643  -0.708  0.262
H  7.327  -0.262  0.544  0.340
H  8.214  -1.210  3.082  0.121
H  6.924  -3.395  4.348  0.286
O  -0.570  -0.477  3.161  -0.529
S  0.332  0.512  2.613  1.063
O  1.767  0.345  2.596  -0.527
O  -0.015  1.950  3.297  -0.351
C  -0.360  2.889  2.279  -0.393
C  -0.949  2.060  1.142  0.398
O  -0.164  0.871  1.101  -0.210
H  0.556  3.399  1.962  0.346
H  -1.070  3.625  2.665  0.303
H  -0.909  2.581  0.182  -0.054
H  -1.984  1.774  1.358  -0.038
O  -3.210  2.320  -1.030  -0.412
S  -2.611  3.584  -1.395  1.104
O  -1.629  4.256  -0.576  -0.669
O  -3.809  4.635  -1.736  -0.325
C  -3.661  5.108  -3.074  0.174
C  -2.961  3.982  -3.829  -0.426
O  -2.014  3.447  -2.907  -0.303
H  -3.043  6.011  -3.049  -0.188
H  -4.638  5.348  -3.503  0.344
H  -2.460  4.336  -4.734  0.347
H  -3.665  3.185  -4.091  0.305
O  3.644  1.289  -5.056  -0.564
S  3.276  0.009  -4.493  0.956
O  1.970  -0.260  -3.938  -0.432
O  4.404  -0.406  -3.392  -0.223
C  4.990  -1.654  -3.758  -0.215
C  4.884  -1.723  -5.279  -0.387
O  3.618  -1.148  -5.592  -0.324
H  4.411  -2.454  -3.285  0.197
H  6.027  -1.704  -3.414  0.378
H  4.945  -2.748  -5.654  0.322
H  5.659  -1.114  -5.756  0.291
O  -2.432  8.353  -4.199  -0.527
S  -1.406  8.458  -3.185  1.098
O  -0.129  7.789  -3.286  -0.540
O  -2.074  8.088  -1.745  -0.192
C  -1.922  9.191  -0.853  -0.362
C  -1.882  10.431  -1.742  -0.409
O  -1.138  10.040  -2.894  -0.272
H  -0.980  9.064  -0.311  0.296
H  -2.751  9.222  -0.140  0.314
H  -1.407  11.283  -1.248  0.317
H  -2.887  10.715  -2.069  0.288
O  -7.788  -1.872  0.636  -0.570
S  -6.446  -1.799  1.169  1.065
O  -5.848  -2.862  1.944  -0.453
O  -6.306  -0.406  2.004  -0.342
C  -5.252  0.378  1.447  -0.241
C  -5.188  -0.013  -0.027  -0.224
O  -5.433  -1.417  -0.051  -0.270
H  -4.323  0.118  1.965  0.273
H  -5.457  1.444  1.583  0.336
H  -4.219  0.217  -0.477  0.211
H  -5.981  0.479  -0.600  0.253
O  -3.461  -7.498  -2.964  -0.469
S  -4.817  -7.632  -3.450  1.064
O  -5.169  -8.463  -4.577  -0.559
O  -5.418  -6.137  -3.698  -0.301
C  -6.589  -5.958  -2.902  -0.323
C  -6.398  -6.861  -1.686  -0.261
O  -5.771  -8.038  -2.191  -0.326
H  -7.455  -6.271  -3.494  0.302
H  -6.701  -4.907  -2.622  0.296
H  -7.343  -7.107  -1.198  0.313
H  -5.720  -6.404  -0.958  0.254
O  -7.156  -3.350  8.374  -0.531
S  -5.845  -3.366  7.765  1.078
O  -4.633  -3.610  8.513  -0.524
O  -5.662  -1.987  6.916  -0.329
C  -5.405  -2.301  5.548  -0.146
C  -6.091  -3.642  5.302  -0.252
O  -5.885  -4.392  6.498  -0.340
H  -4.322  -2.382  5.415  0.312
H  -5.794  -1.513  4.897  0.149
H  -5.676  -4.170  4.440  0.250
H  -7.170  -3.514  5.166  0.321
O  -1.344  10.366  -8.085  -0.541
S  0.094  10.495  -8.009  1.094
O  0.816  11.608  -8.580  -0.532
O  0.758  9.110  -8.557  -0.319
C  1.572  8.536  -7.536  -0.307
C  0.955  8.994  -6.217  -0.181
O  0.538  10.338  -6.447  -0.285
H  2.589  8.926  -7.651  0.285
H  1.588  7.447  -7.627  0.302
H  1.664  8.948  -5.387  0.323
H  0.068  8.402  -5.970  0.152
O  8.265  1.412  1.848  -0.470
S  9.292  1.517  2.862  1.072
O  10.568  0.849  2.761  -0.566
O  8.624  1.147  4.302  -0.258
C  8.775  2.251  5.194  -0.318
C  8.816  3.491  4.305  -0.352
O  9.559  3.099  3.153  -0.302
H  9.718  2.123  5.736  0.288
H  7.947  2.281  5.907  0.303
H  9.290  4.342  4.799  0.316
H  7.810  3.774  3.978  0.280

***

no.,largest force on an atom (hartree/bohr)
1,0.01225
2,0.00279
3,0.15453